# C19H33AsO3OsTe

C19H33AsO3OsTe as an isolated structure (ωB97M-V/def2-TZVPD, OMol25).

Computed properties:
- ΔE to the lowest compared entry with this formula, charge and spin: 0.0 kcal per mole
- DFT total energy: -3563.3619 a.u.
- Total charge: +2
- HOMO level (spin up / spin down): -0.5470 / -0.5445 Ha
- Multiplicity: 1

XYZ file:
```
58
Properties=species:S:1:pos:R:3:mulliken_charge:R:1
Os -0.4575 0.5749 0.3621 0.88
C 1.6521 -0.3831 -3.2751 -1.60
C 0.5194 0.1786 -2.4549 1.24
C -0.1199 1.4140 -3.0608 -1.42
O 1.0483 0.5196 -1.0898 -0.24
C -0.5465 -0.8643 -2.1306 0.33
O -0.8275 -1.7655 -2.8511 -0.49
O -1.1955 -0.6426 -0.9497 -0.53
H 2.3779 0.3954 -3.5152 0.47
H 1.2452 -0.7697 -4.2083 0.40
H 2.1464 -1.2070 -2.7628 0.34
H 0.6161 2.2136 -3.1610 0.43
H -0.9649 1.7730 -2.4702 0.24
H -0.4895 1.1715 -4.0570 0.42
H 1.7562 1.1749 -1.1444 0.26
C -1.5476 -2.6661 2.0805 -1.08
C -0.0673 -2.6805 1.7300 -0.62
As 0.8570 -0.9658 1.7289 0.39
C 2.5515 -1.3265 0.8546 -0.42
C 3.4255 -2.2810 1.6653 -1.31
C 1.3371 -0.4902 3.5552 -0.75
C 0.2984 0.1926 4.4276 -1.00
H -1.9317 -3.6843 2.0282 0.44
H -2.1201 -2.0742 1.3662 0.21
H -1.7309 -2.3015 3.0915 0.28
H 0.0991 -3.0900 0.7320 0.46
H 0.5072 -3.2810 2.4392 0.61
H 3.0462 -0.3686 0.6898 0.37
H 2.3017 -1.7453 -0.1208 0.28
H 3.7167 -1.8574 2.6256 0.35
H 4.3402 -2.4881 1.1111 0.40
H 2.9322 -3.2369 1.8412 0.36
H 2.2403 0.1149 3.4503 0.51
H 1.6382 -1.4440 3.9952 0.56
H -0.0066 1.1631 4.0318 0.15
H 0.7277 0.3709 5.4134 0.43
H -0.5882 -0.4244 4.5768 0.26
C -5.4167 3.8220 4.4000 -1.53
C -4.1261 3.5730 3.6817 0.67
C -3.8226 2.3139 3.1616 -0.96
C -2.6299 2.0820 2.5043 0.82
C -2.3440 0.6843 2.0381 -0.85
C -1.7185 3.1424 2.3472 -0.19
Te 0.0675 2.7514 1.3929 0.36
C -2.0001 4.4267 2.8475 0.80
C -1.0888 5.6167 2.7084 -1.70
C -3.2075 4.6030 3.5087 -0.71
H -6.0135 2.9169 4.4864 0.36
H -6.0059 4.5720 3.8701 0.38
H -5.2274 4.2094 5.4018 0.38
H -4.5382 1.5086 3.2782 0.37
H -3.2441 0.0660 2.0597 0.51
H -1.6215 0.1803 2.6727 -0.35
H -2.1972 0.5962 0.8977 0.39
H -0.2263 5.4428 2.0686 0.32
H -0.7196 5.9254 3.6872 0.38
H -1.6384 6.4591 2.2896 0.42
H -3.4462 5.5879 3.8945 0.51
```